Density functional theory data (ωB97M-V with the def2-TZVPD basis set) for a structure of composition C14H23BNO6PTb at a distorted geometry.

```
47
Properties=species:S:1:pos:R:3:forces:R:3
Tb 0.88980 5.23371 0.21288 -0.76 6.51 0.18
P 1.08103 2.52273 0.10905 2.47 -4.99 -2.43
O -0.21889 2.65856 3.27115 -0.63 1.87 -4.06
O 1.25220 3.60853 1.52143 -2.48 0.95 2.20
O -0.33405 -0.04974 -3.83155 -0.75 -1.24 5.77
O 2.10081 -3.60443 -1.13518 1.37 2.69 4.42
O -1.04329 4.65178 1.87442 1.78 -2.26 -1.14
O 3.49252 -2.17754 0.17498 -2.66 -0.04 -0.64
N -1.06885 -1.83997 -2.45641 -1.72 2.27 3.91
C 2.36625 0.00254 0.95874 1.14 -0.83 0.00
C 2.61046 1.57227 0.69293 0.46 0.31 2.17
C -1.96301 -2.35610 -0.03202 -3.99 1.58 0.31
C -4.35696 -1.31958 0.55517 1.35 -0.27 -1.42
C -3.41959 -0.87561 -1.90604 -0.79 -0.87 3.84
C -4.55063 -0.68400 -0.86455 4.15 -1.63 -0.83
C -3.11107 -2.15788 0.99262 1.62 0.74 -3.89
C -0.34794 0.53025 -1.37312 0.51 0.37 0.40
C -0.54913 -0.42268 -2.64684 0.84 1.40 -5.06
C 1.54638 -3.47099 1.29535 0.02 0.43 -0.68
C 2.40257 -3.10821 -0.01800 -1.22 -2.19 -1.94
C 3.00399 -0.88408 -0.24890 -0.08 1.30 -0.34
C -2.15984 -1.70095 -1.46369 -0.02 -0.72 0.32
C 0.91370 1.54012 -1.51375 -1.85 0.41 -1.52
B -0.03466 3.65491 2.24076 -0.36 -1.97 3.14
H 0.79841 -4.30119 1.01152 1.47 1.18 0.54
H -0.20528 -0.03225 -0.37553 -0.44 0.36 -1.72
H -1.30656 1.17342 -1.25378 1.41 -1.16 -0.34
H 1.32366 3.71596 -0.71024 0.49 -2.46 -0.57
H -1.08250 2.23177 3.02275 0.65 0.38 1.29
H 2.23885 -1.02725 -1.08749 1.10 0.22 0.97
H -2.98097 -2.63552 2.03361 -0.56 1.02 -1.84
H -0.29024 -2.40801 -2.06676 -0.52 0.02 -0.37
H -1.82028 4.19743 1.45297 0.34 0.82 0.87
H -5.45162 -0.06018 -1.19258 1.30 -1.20 0.89
H -5.18617 -1.15920 1.32591 1.30 -0.31 -1.25
H -0.27908 2.28573 0.49828 0.40 0.07 -0.10
H 2.99449 -0.27472 1.89276 -1.06 0.58 -1.50
H 1.28946 -0.28360 1.21184 1.38 0.56 -0.43
H 0.93524 -2.53355 1.57018 0.97 -1.24 -0.30
H 3.87808 -0.24730 -0.66285 -1.20 -1.42 0.63
H 2.19274 -3.73504 2.19871 -0.85 0.28 -1.40
H 3.48484 1.78093 -0.01689 -1.41 -0.38 0.63
H 2.91283 2.03089 1.71234 -0.49 -0.70 -1.79
H -3.43089 -0.45531 -2.97343 -0.15 -0.75 1.79
H -0.99101 -2.93445 0.19710 -1.85 0.97 -0.43
H 0.60130 2.31106 -2.32535 0.66 -1.34 1.03
H 1.87287 1.03673 -1.87251 -1.32 0.67 0.68
```
Forces are in eV/Å.

Results
Spin multiplicity = 7
Net charge = +3
Orbital gap (spin up / spin down) = 0.2552 / 0.2154 hartree
HOMO (spin up / spin down) = -0.654 / -0.654 hartree
⟨S²⟩ = 13.0959

Need the Mulliken charges? In units of e they are:
1 Tb 1.82
2 P 0.22
3 O -0.45
4 O -0.63
5 O -0.43
6 O -0.51
7 O -0.49
8 O -0.35
9 N -0.13
10 C -0.29
11 C -0.80
12 C -0.06
13 C -0.34
14 C -0.26
15 C -0.43
16 C -0.53
17 C -0.18
18 C -0.19
19 C -0.84
20 C 0.75
21 C -0.33
22 C 0.38
23 C -0.77
24 B 0.77
25 H 0.36
26 H 0.24
27 H 0.36
28 H -0.38
29 H 0.34
30 H 0.19
31 H 0.41
32 H 0.39
33 H 0.39
34 H 0.41
35 H 0.43
36 H -0.08
37 H 0.45
38 H 0.07
39 H 0.12
40 H 0.26
41 H 0.37
42 H 0.55
43 H 0.34
44 H 0.46
45 H 0.29
46 H 0.65
47 H 0.44

---

Density functional theory data (ωB97M-V with the def2-TZVPD basis set) for a structure of composition C14H23Br2Cl2FNO6PSTi at a distorted geometry.

```
52
Properties=species:S:1:pos:R:3:forces:R:3
Br 4.03632 3.76764 3.41989 -0.39 -1.17 -1.67
Br 3.05724 0.79052 4.29786 -0.10 -0.50 -1.89
Ti -6.04122 2.31651 -0.49482 0.20 0.12 0.09
Cl 4.40753 -3.57085 -0.73361 -2.09 1.31 0.82
Cl 2.91990 -1.34496 -2.50599 -0.95 -0.07 1.81
S 0.19923 1.20674 1.52081 -4.92 4.70 0.23
P -0.57719 -0.38694 -3.95067 -0.17 1.15 -1.54
F 0.11433 -1.48343 0.49464 1.53 -0.06 -0.95
O -1.71286 -1.44106 -1.73853 1.18 1.25 -0.11
O -0.01562 -1.52295 -5.10774 0.57 1.64 1.69
O 0.34724 -0.22316 -1.41150 0.47 -1.81 1.08
O 0.41940 2.67541 1.83633 1.07 -3.95 -0.41
O -1.11850 1.16852 0.75319 3.29 -1.29 1.08
O 0.53971 0.92294 -4.07372 -0.36 -2.61 0.03
N 2.81898 0.14841 1.31516 0.10 1.21 1.35
C -0.38694 -1.17571 -2.19212 0.61 -0.60 -1.54
C 2.96057 -2.65752 -0.08465 -0.89 1.35 0.27
C 3.80335 2.95892 0.50432 -0.18 0.22 0.84
C 2.27867 -1.67943 -0.81149 1.44 -2.01 0.05
C -3.46776 -0.42325 -0.39248 0.07 -0.77 -1.24
C 1.58633 0.45209 0.54570 1.04 0.05 -1.97
C -4.63418 0.65521 -0.31360 -0.15 -1.50 2.09
C -0.16070 0.27312 3.10622 0.72 -0.35 0.23
C -5.80037 -0.00366 0.65593 1.39 -0.42 -0.92
C 1.05463 -0.80690 -0.33152 -0.09 1.37 0.54
C 3.60058 2.44885 1.98904 -0.48 -2.00 0.47
C 2.54093 -3.01582 1.39466 -0.33 -1.36 -0.41
C -2.53360 -0.25791 -1.69661 -1.70 0.25 0.67
C 3.14910 1.14987 2.33234 1.17 3.45 -0.28
H 3.40436 -3.45465 2.00140 -1.05 0.95 -0.99
H 0.12575 -2.17103 -2.36638 -0.50 1.00 0.85
H 4.29701 3.98630 0.52540 -0.54 -1.56 -0.03
H -5.25287 -0.35882 1.59423 -1.04 0.95 -1.10
H -1.97161 0.72402 -1.71308 -0.38 -1.26 0.30
H -2.86251 -0.53181 0.56399 -0.78 0.69 -1.26
H -1.27622 0.10504 3.16634 1.35 0.22 -0.52
H 1.87840 1.23640 -0.24244 -1.13 -0.79 1.08
H -6.13819 -0.95537 0.12858 -0.09 1.53 0.69
H 0.16922 0.90369 3.98431 -0.21 -0.61 -1.27
H 2.01720 -2.18266 1.95152 0.96 -0.86 -0.90
H 1.44592 0.56150 -4.19486 -0.43 0.53 0.41
H 0.41917 -0.69961 3.09773 -0.79 1.11 0.04
H 3.64465 0.13570 0.69037 -0.89 -0.30 0.24
H 2.77422 3.11472 0.04708 1.30 -0.29 0.41
H -6.66048 0.72508 0.89423 0.77 -1.27 0.06
H -3.22921 -0.27802 -2.59312 0.79 0.09 0.91
H -5.03449 0.88787 -1.37963 0.55 -0.33 0.53
H -4.22330 1.57195 0.26945 -0.20 -0.36 -0.89
H -3.98185 -1.44015 -0.54010 0.64 1.40 0.17
H 0.84279 -1.17573 -5.42835 -0.43 -0.62 -0.02
H 1.77893 -3.87188 1.31296 1.05 1.13 0.07
H 4.44805 2.22625 -0.09664 -0.99 1.04 0.79
```
Forces are in eV/Å.

Results
Spin multiplicity = 2
Net charge = +1
Orbital gap (spin up / spin down) = 0.2227 / 0.2463 hartree
HOMO (spin up / spin down) = -0.399 / -0.397 hartree
⟨S²⟩ = 1.0416

Need the Mulliken charges? In units of e they are:
1 Br -0.16
2 Br -0.13
3 Ti 0.71
4 Cl -0.16
5 Cl -0.15
6 S 1.31
7 P 0.25
8 F -0.36
9 O -0.38
10 O -0.49
11 O -0.21
12 O -0.66
13 O -0.56
14 O -0.49
15 N 0.12
16 C -0.12
17 C 0.19
18 C -0.94
19 C -0.37
20 C -0.74
21 C -0.50
22 C -0.25
23 C -0.89
24 C -0.95
25 C 0.82
26 C 0.33
27 C -0.79
28 C -0.59
29 C -0.29
30 H 0.38
31 H 0.61
32 H 0.39
33 H 0.31
34 H 0.35
35 H 0.12
36 H 0.35
37 H 0.19
38 H 0.36
39 H 0.35
40 H 0.06
41 H 0.27
42 H 0.22
43 H 0.44
44 H 0.22
45 H 0.25
46 H 0.47
47 H 0.31
48 H 0.46
49 H 0.46
50 H 0.31
51 H 0.29
52 H 0.27

---

Density functional theory data (ωB97M-V with the def2-TZVPD basis set) for a structure of composition C14H23CaN2P at a distorted geometry.

```
41
Properties=species:S:1:pos:R:3:forces:R:3
Ca -0.10795 -0.48764 2.03780 -0.54 0.05 -1.31
P 0.74882 1.82191 0.41313 -0.45 0.39 -0.18
N 0.77581 -1.99189 0.23086 -0.17 -1.06 0.21
N -0.26101 -0.30728 4.67503 0.80 2.52 -2.34
C -1.81490 -1.10511 -0.89131 -1.23 -0.16 -1.52
C 1.68309 2.06369 -1.12450 0.84 -0.18 -0.64
C -1.22610 0.02662 -0.38780 0.39 0.12 2.64
C -2.79111 0.21625 -2.71143 -0.05 -0.11 0.41
C 1.85518 -2.56148 1.06654 0.08 -0.14 -0.31
C 1.37661 -1.56011 -1.05580 -0.04 -0.10 0.24
C -0.81755 2.46861 -0.34813 0.05 0.17 0.71
C 1.37427 3.30046 1.24230 0.40 0.68 0.21
C -2.27568 1.36989 -2.11851 0.58 -0.01 0.31
C -2.58471 -1.01614 -2.08085 0.48 -0.26 0.63
C -0.30876 -3.02871 -0.02537 1.10 0.22 -0.25
C -1.47406 1.25710 -0.96692 -0.69 0.25 -0.99
C -1.71238 -2.43179 -0.16141 -0.11 -0.23 0.15
C 0.33441 0.70311 4.14242 0.75 -0.92 0.99
H 1.45098 -3.04868 1.97562 0.16 0.23 -0.39
H 2.44866 -3.30846 0.49578 -0.19 0.20 0.42
H -3.38689 0.27668 -3.61945 0.09 -0.02 0.17
H 2.73716 1.78385 -0.99808 -0.15 0.12 -0.12
H 0.09176 1.74716 3.72729 -1.49 -0.54 0.64
H -2.32303 -3.17699 -0.68685 0.03 0.05 0.20
H 2.53677 -1.74515 1.36342 -0.10 -0.31 -0.06
H -0.02781 -3.57597 -0.94538 -0.12 0.15 0.27
H 2.37586 3.07625 1.63891 -0.24 0.20 -0.06
H 2.14884 -0.80637 -0.84707 -0.21 -0.18 -0.12
H -0.27540 -3.76920 0.79478 -0.08 0.34 -0.28
H 1.27338 1.49522 -1.96968 0.02 0.05 0.31
H 0.72873 3.59152 2.07913 0.15 0.00 -0.15
H -2.14396 -2.37132 0.86186 0.03 0.24 -0.44
H -0.54585 3.24323 -1.08652 -0.19 -0.22 0.28
H 1.61668 3.14186 -1.36397 0.16 -0.55 0.00
H 1.85310 -2.44328 -1.53641 -0.17 0.43 0.10
H -1.40068 2.96368 0.45389 -0.04 -0.32 -0.40
H 1.45203 4.11964 0.50631 -0.03 -0.08 0.52
H 0.62118 -1.12774 -1.72847 0.28 -0.22 0.40
H -3.01900 -1.94152 -2.45298 -0.10 0.21 -0.30
H 1.45706 0.76754 3.91730 0.18 -0.74 0.31
H -2.44354 2.37058 -2.51550 -0.15 -0.27 -0.23
```
Forces are in eV/Å.

Results
Spin multiplicity = 1
Net charge = 0
Orbital gap = 0.2510 hartree
HOMO = -0.245 hartree

Need the Mulliken charges? In units of e they are:
1 Ca 1.08
2 P 0.76
3 N 0.72
4 N -0.74
5 C 0.33
6 C -1.78
7 C 0.91
8 C -0.87
9 C -1.21
10 C -1.51
11 C -1.21
12 C -1.25
13 C -0.64
14 C -0.74
15 C -0.71
16 C -0.03
17 C -1.13
18 C -0.49
19 H 0.47
20 H 0.32
21 H 0.37
22 H 0.42
23 H 0.21
24 H 0.36
25 H 0.37
26 H 0.32
27 H 0.35
28 H 0.34
29 H 0.38
30 H 0.35
31 H 0.39
32 H 0.25
33 H 0.42
34 H 0.53
35 H 0.45
36 H 0.44
37 H 0.40
38 H 0.32
39 H 0.35
40 H 0.29
41 H 0.41

---

Density functional theory data (ωB97M-V with the def2-TZVPD basis set) for a structure of composition C14H23Cl2IrN2S2Si.

```
45
Properties=species:S:1:pos:R:3:forces:R:3
Ir 0.18448 0.06003 0.04032 0.48 -0.06 0.35
Cl 0.27711 2.46348 0.74433 0.17 -0.02 -0.02
Cl 2.35538 0.94048 2.22425 -0.13 0.08 -0.02
S 1.95777 0.25420 -1.35538 -0.09 0.26 -0.36
S -1.01704 0.73479 -1.70850 -0.20 -0.02 -0.10
Si 0.47883 -3.26764 -1.01959 0.08 -0.12 0.06
N 0.16436 -1.92244 0.09240 -0.09 0.06 0.02
N -0.67929 -0.78127 1.79555 -0.19 0.00 -0.17
C -0.56663 1.64031 -4.24504 -0.02 0.03 -0.05
C 2.38818 1.12586 -3.92621 0.03 0.04 -0.06
C -1.02932 -1.57444 3.98076 -0.05 0.08 0.02
C 1.61126 2.51168 1.97214 -0.02 0.00 -0.06
C -0.48443 -2.80200 3.61181 0.04 -0.10 -0.01
C 0.30778 -2.62772 -2.76651 -0.01 0.03 0.02
C -0.80189 -4.58573 -0.66897 0.03 0.08 -0.07
C -0.17597 -1.98797 1.41550 -0.03 -0.23 -0.18
C -1.09751 -0.55596 3.05110 0.03 0.06 0.03
C 2.20082 -3.92087 -0.70661 -0.04 0.05 -0.06
C 0.04465 1.11490 -2.98826 0.09 -0.11 0.32
C -1.64439 0.79771 3.37754 -0.03 0.03 0.01
C -0.02717 -3.03010 2.33076 -0.07 0.09 0.03
C 1.39838 0.88532 -2.83391 -0.10 -0.15 0.25
H -1.80887 -4.16363 -0.65172 0.00 0.01 -0.01
H 2.31858 -4.30488 0.30836 -0.01 0.00 0.02
H 1.28005 -2.55796 -3.25670 0.01 0.02 0.00
H 2.42107 2.18594 -4.18695 0.00 0.00 0.00
H 2.34727 3.20674 1.58770 0.02 -0.01 0.02
H 0.42039 -3.96749 2.04083 0.01 -0.01 -0.02
H -0.16990 -1.64809 -2.81035 0.00 -0.05 0.03
H -0.14993 2.61843 -4.49246 0.00 0.00 -0.01
H -0.64110 -5.11644 0.26865 0.01 0.01 0.03
H -0.35690 0.96797 -5.07940 -0.01 0.00 -0.01
H -1.64612 1.74361 -4.14947 0.00 -0.01 0.00
H -0.77339 -5.33054 -1.46810 0.02 0.00 0.00
H 3.38839 0.81512 -3.63219 0.00 0.00 0.01
H -1.39907 -1.41342 4.98292 -0.01 0.02 0.00
H 1.15697 2.85266 2.89418 0.02 0.00 0.01
H -0.95683 1.34357 4.02702 0.02 0.00 -0.01
H 2.10320 0.57617 -4.82544 0.01 0.00 0.00
H 2.43383 -4.73685 -1.39462 -0.01 -0.01 0.00
H -0.41438 -3.59259 4.34795 0.00 0.00 0.00
H -0.31257 -3.31221 -3.34794 0.03 -0.03 -0.02
H -2.58732 0.70549 3.91521 0.01 0.00 0.01
H 2.94800 -3.13800 -0.85759 -0.01 0.00 0.00
H -1.81800 1.37659 2.47329 0.00 -0.01 0.00
```
Forces are in eV/Å.

Results
ΔE to the lowest compared entry with this formula, charge and spin = 0.0 kJ/mol
Spin multiplicity = 2
Net charge = +1
Orbital gap (spin up / spin down) = 0.2444 / 0.2213 hartree
HOMO (spin up / spin down) = -0.396 / -0.403 hartree
⟨S²⟩ = 0.7593

Need the Mulliken charges? In units of e they are:
1 Ir 0.75
2 Cl -0.07
3 Cl -0.06
4 S -0.23
5 S -0.31
6 Si -0.17
7 N 0.00
8 N -0.06
9 C -1.46
10 C -1.50
11 C -0.62
12 C -0.36
13 C -0.51
14 C -0.78
15 C -1.07
16 C 0.75
17 C 0.54
18 C -0.97
19 C 0.51
20 C -1.43
21 C -0.67
22 C 0.71
23 H 0.34
24 H 0.35
25 H 0.29
26 H 0.35
27 H 0.38
28 H 0.36
29 H 0.06
30 H 0.32
31 H 0.34
32 H 0.31
33 H 0.47
34 H 0.40
35 H 0.44
36 H 0.44
37 H 0.36
38 H 0.25
39 H 0.32
40 H 0.37
41 H 0.44
42 H 0.41
43 H 0.45
44 H 0.29
45 H 0.25